{"formula": "C4H6BrN3O", "method": "wB97M-V/def2-TZVPD", "elements": ["H", "C", "O", "Br", "C", "C", "N", "H", "N", "H", "H", "H", "H", "N", "C"], "coordinates": [[-2.7684, 0.6138, -1.0765], [-0.7055, -0.0047, -0.3856], [2.6400, 0.2673, -1.0058], [3.2964, -1.3436, 0.2243], [1.8886, 1.8650, 0.4551], [-0.2907, -0.8542, 0.7764], [-0.2995, 0.9792, -1.0108], [0.4437, -1.4918, 0.4382], [1.6805, 2.5545, 1.3685], [-2.5108, -0.5375, 0.3592], [-2.2321, -1.2033, -1.3779], [-1.1954, -1.4728, 0.9530], [0.3029, -0.2292, 1.5544], [1.9418, 1.1624, -0.5790], [-2.1913, -0.3051, -0.6936]], "atomic_forces_ev_per_a": [[0.990, -1.663, 0.301], [-1.924, 0.561, 0.002], [0.948, -0.654, -0.881], [0.137, -0.293, 0.433], [0.102, 1.635, 2.847], [0.530, 1.580, 0.661], [1.558, 0.089, -0.073], [1.753, -1.734, -0.811], [0.071, 0.110, 0.210], [-0.739, 0.134, -1.515], [-0.269, 1.001, 0.811], [1.157, 0.545, 1.216], [-1.812, -1.112, -0.741], [-1.656, -0.757, -2.595], [-0.848, 0.560, 0.136]], "charge": 0, "multiplicity": 1}

{"formula": "C4H6BrN3O2", "method": "wB97M-V/def2-TZVPD", "elements": ["C", "C", "H", "O", "H", "H", "C", "H", "N", "N", "C", "N", "Br", "O", "H", "H"], "coordinates": [[0.9083, 1.3423, -1.3449], [-0.2890, 0.9776, 0.7406], [-1.1588, -2.0255, 0.2104], [1.2452, 1.1489, -2.4661], [-1.3391, 0.7757, 0.4346], [-0.2110, 0.7334, 1.8001], [0.6073, 0.1509, -0.2810], [0.9631, 3.4047, -1.1616], [-0.3379, -2.1443, -0.3825], [0.6873, 2.5148, -0.6913], [-0.0155, 2.4489, 0.5015], [-0.0278, -0.8991, -1.0364], [2.5076, -0.2349, 0.5588], [-0.3028, 3.3572, 1.2615], [0.5260, -2.7755, -0.0555], [0.3450, -1.0791, -1.9885]], "atomic_forces_ev_per_a": [[-0.199, -2.393, 1.834], [-0.310, -1.570, -0.465], [0.857, -0.357, 0.056], [0.337, 0.324, -0.848], [0.508, 0.162, 0.173], [0.231, -0.015, -0.179], [-0.530, 1.611, -1.327], [-0.509, -0.997, 0.761], [1.910, -0.538, -0.349], [0.309, 2.392, -0.951], [0.329, 0.112, 1.330], [0.778, -0.695, 1.304], [-1.334, 0.089, -0.482], [0.374, -1.007, -1.518], [-2.674, 2.380, -0.500], [-0.078, 0.502, 1.161]], "charge": 0, "multiplicity": 1}

{"formula": "C4H6BrNO", "method": "wB97M-V/def2-TZVPD", "elements": ["H", "O", "H", "C", "C", "H", "Br", "C", "H", "C", "H", "H", "N"], "coordinates": [[0.6211, -0.2886, -1.4294], [-3.7006, -2.1760, 0.0187], [0.9210, -0.7882, 1.6685], [0.2981, 0.0034, 1.1987], [-0.4930, -0.2204, -1.1569], [-1.0995, -0.8970, -1.7580], [-4.0284, 0.6772, -0.0510], [-0.7335, -0.5148, 0.2744], [1.0757, 0.5438, 0.7544], [-2.9996, -1.2509, 0.1528], [-0.4535, 0.7470, -1.4737], [-0.2747, 0.7118, 1.9834], [-1.8117, -1.0674, 0.6361]], "atomic_forces_ev_per_a": [[-1.105, -1.271, 0.482], [-2.826, -1.601, -1.043], [-0.960, 0.149, 0.407], [-1.598, 0.267, 3.323], [2.336, -2.992, -0.422], [0.190, 0.407, -0.451], [-1.763, 2.100, -0.576], [1.728, 1.851, -1.567], [0.633, 1.300, -1.226], [5.157, -0.372, 2.286], [-1.483, 3.267, -0.481], [1.670, -1.743, -1.317], [-1.980, -1.362, 0.585]], "s_squared": 2.023, "charge": 0, "multiplicity": 3}

E per entry: -2969.24863 -3044.77345 -2859.84257 Eh
Energy above the lowest of the compared OMol25 structures with the same formula, charge and spin per entry: 649.70 9.11 0.00 kJ/mol